1.
ORCA calculation (ωB97M-V/def2-TZVPD) on C17H16CdN4O3S3 as an isolated structure at a distorted geometry.

```
44
Properties=species:S:1:pos:R:3
Cd 8.1575 8.3522 6.2498
C 7.6452 9.3651 13.7682
C 7.8299 9.3975 12.2959
C 7.4144 8.2173 11.5379
C 7.6556 8.2096 10.1554
N 8.2977 9.2067 9.5539
C 8.6237 10.3185 10.2363
C 8.3972 10.4258 11.6064
H 8.1945 10.1606 14.2949
H 8.0658 8.3779 14.0764
H 6.5894 9.3991 14.0495
H 6.8545 7.4528 12.0103
H 7.2626 7.3678 9.5621
H 9.0539 11.1482 9.6793
H 8.6823 11.3451 12.0918
O 7.4749 6.5498 5.0236
S 6.5461 6.1005 6.1974
O 7.3807 5.7634 7.3522
O 5.5518 5.1776 5.7391
S 5.7428 7.9574 6.8807
S 5.1201 15.1928 5.3261
C 6.0119 13.7401 5.7288
C 5.2628 12.7125 6.2027
C 5.9162 11.5117 6.5255
N 7.2620 11.4755 6.6529
C 7.9479 12.4626 6.0301
C 7.3906 13.6086 5.5178
C 6.1783 16.3945 6.2332
C 6.9004 16.0040 7.3268
C 7.7241 16.9529 7.9862
N 7.8999 18.2301 7.5577
C 7.0500 18.5694 6.5339
C 6.0824 17.7530 5.9440
H 4.2025 12.7271 6.2414
H 5.3087 10.6235 6.7963
H 9.0298 12.2493 5.9821
H 7.9960 14.3370 4.9921
H 6.9879 14.9959 7.6812
H 8.2903 16.6753 8.8785
H 7.2052 19.5842 6.1592
H 5.2845 18.1802 5.3354
N 10.8765 10.3010 5.6964
C 9.9775 9.5292 5.8892
H 11.6169 10.9570 5.5806
```

Computed properties:
HOMO-LUMO gap = 7.09 eV
multiplicity = 1
charge = 0
energy above the lowest of the compared OMol25 structures with the same formula, charge and spin = 11.05 kcal per mole
E_tot = -2464.3582 Eh
LUMO = -1.0 eV

2.
ORCA calculation (ωB97M-V/def2-TZVPD) on a single C17H16ClN5O2 molecule at a distorted geometry.

```
41
Properties=species:S:1:pos:R:3
C 2.7001 1.7128 -2.9225
C 3.1332 1.7842 -1.4575
C 4.6449 1.6466 -1.2325
C 5.3514 3.0091 -1.3500
O 5.3918 3.6802 -2.3356
O 6.0741 3.3972 -0.2334
N 2.5428 0.5800 -0.7617
C 1.1939 0.3018 -0.6253
N 0.3878 1.3210 -0.9550
C -0.9240 1.1312 -0.7169
C -1.3441 0.0261 0.0185
C -0.4090 -0.8342 0.5098
C -0.7133 -2.1046 1.2844
C 0.2947 -2.9476 1.7186
N -0.4581 -3.8023 2.5281
N -1.7848 -3.5699 2.4977
C -2.0293 -2.5201 1.8030
C -3.3263 -1.7897 1.4928
C -3.9551 -2.0499 0.2413
C -5.1250 -1.2865 0.0559
C -5.6421 -0.3417 0.9150
Cl -7.2224 0.1809 0.3220
C -5.0269 -0.1608 2.1279
C -3.8699 -0.8144 2.3645
N 0.8670 -0.7559 0.1704
H 2.2685 2.6695 -3.2656
H 2.0444 0.9039 -3.1821
H 3.5310 1.6119 -3.6846
H 2.6449 2.6852 -0.9750
H 4.7944 1.2283 -0.2544
H 5.1332 1.0493 -2.0179
H 6.4863 4.2038 -0.5329
H 3.2177 -0.1358 -0.6368
H -1.6866 1.8611 -0.9799
H -2.3838 -0.0914 0.2163
H 1.3763 -2.7511 1.6119
H -0.0485 -4.5037 3.1992
H -3.3838 -2.7641 -0.3452
H -5.7393 -1.4909 -0.8563
H -5.5890 0.5178 2.8393
H -3.4172 -0.7874 3.4045
```

Computed properties:
HOMO-LUMO gap = 8.96 eV
multiplicity = 1
charge = 0
energy above the lowest of the compared OMol25 structures with the same formula, charge and spin = 25.24 kcal per mole
E_tot = -1541.8288 Eh
LUMO = 0.5 eV
SMILES string = C[C@H](CC(=O)O)Nc1nccc(-c2c[nH]nc2-c2ccc(Cl)cc2)n1

3.
ORCA calculation (ωB97M-V/def2-TZVPD) on a 2-piece molecular cluster, C17H16N3 overall at a distorted geometry.

```
36
Properties=species:S:1:pos:R:3
C 1.3302 3.1847 -2.9781
C 1.0337 3.3997 -1.5598
N 1.6352 2.7430 -0.5830
C 1.3858 2.9837 0.7974
C 0.5498 3.9186 1.3810
C 0.5125 3.9579 2.7906
C 1.3003 3.0790 3.5591
C 2.1457 2.1439 2.9490
C 2.1846 2.1029 1.5555
C 2.9413 1.2938 0.6390
C 2.6036 1.6845 -0.6818
C 3.1877 1.0698 -1.7783
C 4.1305 0.0489 -1.5349
C 4.4686 -0.3379 -0.2276
C 3.8724 0.2854 0.8730
H 0.7055 3.8938 -3.5344
H 2.3773 3.3916 -3.2430
H 1.0431 2.1791 -3.3109
H 0.3186 4.1602 -1.2503
H -0.0375 4.5789 0.7447
H -0.1332 4.6765 3.2934
H 1.2521 3.1276 4.6473
H 2.7752 1.4466 3.5022
H 2.9231 1.3800 -2.7847
H 4.6109 -0.4500 -2.3747
H 5.2015 -1.1294 -0.0652
H 4.0954 0.0275 1.9071
N -1.0890 0.6377 -2.8148
C -1.5075 0.5411 -4.0666
N -2.3072 -0.5658 -4.2122
C -2.4047 -1.1897 -2.9812
C -1.6427 -0.4199 -2.1171
H -1.3048 1.1874 -4.9096
H -2.7380 -0.8581 -5.0827
H -2.9709 -2.0865 -2.8202
H -1.4799 -0.5758 -1.0649
```

Computed properties:
HOMO-LUMO gap = 6.81 eV
multiplicity = 1
charge = +1
energy above the lowest of the compared OMol25 structures with the same formula, charge and spin = 12.71 kcal per mole
E_tot = -821.4471 Eh
LUMO = -4.6 eV